# C27H70O9Si

A 8-piece molecular cluster, C27H70O9Si overall at a distorted geometry (ωB97M-V with the def2-TZVPD basis set, the Open Molecules 2025 dataset).

```
! wB97M-V def2-TZVPD RIJCOSX def2/J DEFGRID3
* xyz 0 1
C 4.440 -1.722 0.792
C 4.112 -0.391 1.544
Si 4.229 1.048 0.305
C 2.757 2.214 0.640
C 1.472 1.492 0.129
C 0.504 1.134 1.266
C -0.240 -0.144 0.952
O -0.693 -0.862 1.805
O -0.433 -0.488 -0.353
H 4.472 -2.559 1.485
H 5.393 -1.606 0.276
H 3.664 -1.874 0.045
H 4.810 -0.228 2.363
H 3.096 -0.479 1.930
H 3.971 0.473 -1.039
H 5.527 1.746 0.355
H 2.665 2.436 1.703
H 2.942 3.142 0.097
H 1.755 0.576 -0.392
H 1.015 2.124 -0.628
H -0.269 1.899 1.358
H 0.997 0.979 2.221
H -0.539 -1.443 -0.355
C -4.523 -3.099 1.591
C -5.079 -1.750 1.160
C -4.899 -1.523 -0.334
O -4.447 -0.705 1.893
H -3.449 -3.151 1.391
H -4.658 -3.244 2.664
H -5.014 -3.919 1.063
H -6.141 -1.698 1.409
H -3.837 -1.527 -0.595
H -5.301 -0.551 -0.623
H -5.402 -2.296 -0.918
H -3.505 -0.736 1.689
C -1.601 1.592 -4.406
C -0.112 1.743 -4.137
C 0.664 0.524 -4.606
O 0.113 1.969 -2.745
H -2.001 0.731 -3.862
H -2.143 2.475 -4.063
H -1.798 1.451 -5.470
H 0.261 2.631 -4.649
H 0.335 -0.371 -4.068
H 1.730 0.648 -4.405
H 0.527 0.357 -5.676
H -0.208 1.197 -2.264
C 3.249 1.296 6.036
C 1.902 1.582 5.391
C 0.750 1.305 6.345
O 1.752 0.807 4.200
H 3.320 0.243 6.320
H 4.060 1.500 5.335
H 3.397 1.905 6.929
H 1.866 2.625 5.072
H 0.743 0.252 6.639
H -0.205 1.515 5.863
H 0.829 1.914 7.246
H 1.777 -0.124 4.447
C 0.820 0.127 -10.533
C 1.372 0.256 -9.122
C 2.396 -0.828 -8.822
O 0.310 0.207 -8.170
H 0.313 -0.833 -10.659
H 0.089 0.911 -10.731
H 1.615 0.196 -11.278
H 1.835 1.236 -9.001
H 1.938 -1.818 -8.895
H 2.781 -0.720 -7.807
H 3.235 -0.785 -9.519
H -0.121 -0.649 -8.251
C 9.557 0.544 3.129
C 8.549 0.099 2.081
C 8.973 0.520 0.682
O 7.257 0.625 2.382
H 9.643 1.634 3.138
H 9.237 0.233 4.124
H 10.544 0.122 2.934
H 8.443 -0.986 2.117
H 9.039 1.610 0.614
H 8.238 0.193 -0.055
H 9.944 0.099 0.418
H 7.315 1.585 2.356
C -2.762 2.247 -0.225
C -3.316 3.515 0.405
C -4.697 3.279 0.998
O -3.364 4.567 -0.558
H -3.405 1.911 -1.043
H -1.771 2.431 -0.648
H -2.688 1.441 0.509
H -2.639 3.859 1.188
H -5.400 2.977 0.217
H -5.082 4.196 1.447
H -4.675 2.497 1.759
H -3.956 4.291 -1.263
C -7.474 -5.301 4.078
C -8.066 -4.672 2.826
C -8.423 -3.210 3.050
O -9.220 -5.399 2.407
H -8.196 -5.272 4.898
H -7.225 -6.347 3.899
H -6.571 -4.777 4.396
H -7.348 -4.750 2.008
H -9.177 -3.114 3.835
H -8.845 -2.777 2.142
H -7.547 -2.626 3.340
H -9.872 -5.346 3.112
*
```

Calculated values
frontier orbital gap: 10.164 eV
structure (SMILES): CC[SiH2]CCCC(=O)O.CC(C)O.CC(C)O.CC(C)O.CC(C)O.CC(C)O.CC(C)O.CC(C)O
largest force on an atom: 1.55 eV/Å

***

# C23H21N3O2Yb

C23H21N3O2Yb as an isolated structure at a distorted geometry (ωB97M-V with the def2-TZVPD basis set, the Open Molecules 2025 dataset).

```
! wB97M-V def2-TZVPD RIJCOSX def2/J DEFGRID3
* xyz -1 2
C 1.248 -1.283 -1.577
C 2.211 -0.568 -0.817
C 2.047 0.829 -1.093
C 0.980 0.965 -2.031
C 0.495 -0.339 -2.341
Yb -0.138 0.292 0.179
C 0.794 -0.715 2.406
C 0.233 -1.916 1.848
C 0.525 -3.273 2.188
N -0.742 -1.784 0.923
H 2.646 1.639 -0.673
H 2.962 -1.006 -0.164
H 0.606 1.900 -2.443
H -0.270 -0.581 -3.080
H 1.122 -2.361 -1.590
H 1.851 -0.556 2.395
H -1.370 -2.613 0.812
H 0.164 -0.042 2.969
H 1.297 -3.553 2.888
H -0.014 -4.048 1.660
O -1.929 1.031 1.646
C -2.165 1.937 0.815
N -3.151 2.887 0.872
C -3.195 3.659 -0.349
C -1.954 3.136 -1.081
O -1.471 3.549 -2.145
N -1.429 2.134 -0.336
C -4.496 3.309 -1.083
C -4.479 2.612 -2.301
C -5.684 2.258 -2.909
C -6.903 2.581 -2.298
C -6.912 3.251 -1.076
C -5.706 3.622 -0.468
C -2.966 5.125 -0.046
C -3.681 6.146 -0.667
C -3.422 7.477 -0.312
C -2.447 7.780 0.641
C -1.721 6.746 1.246
C -1.981 5.422 0.902
H -3.897 2.764 1.554
H -3.526 2.382 -2.792
H -5.648 1.725 -3.860
H -7.835 2.306 -2.785
H -7.847 3.497 -0.577
H -5.711 4.175 0.474
H -4.436 5.890 -1.414
H -3.980 8.264 -0.812
H -2.232 8.820 0.884
H -0.935 6.965 1.967
H -1.427 4.614 1.388
*
```

Calculated values
frontier orbital gap (alpha / beta): 4.581 / 4.579 eV
expectation value of S²: 0.7509
largest force on an atom: 4.78 eV/Å

***

# C2H6BN

A 2-piece molecular cluster, C2H6BN overall at a distorted geometry (ωB97M-V with the def2-TZVPD basis set, the Open Molecules 2025 dataset).

```
! wB97M-V def2-TZVPD RIJCOSX def2/J DEFGRID3
* xyz 0 1
B -0.068 -0.042 -0.826
C -0.884 -0.480 0.366
C -1.457 0.515 -0.740
N 3.037 0.043 0.125
H -1.538 -1.466 0.353
H -0.753 -0.138 1.407
H -1.321 1.545 -0.362
H -2.325 0.262 -1.330
H 2.879 -0.920 0.356
H 2.431 0.681 0.652
*
```

Calculated values
relative energy (zero: lowest compared OMol25 entry of this formula, charge and spin): 144.6 kcal per mole
frontier orbital gap (alpha / beta): 9.688 / 7.802 eV
largest force on an atom: 3.05 eV/Å

***

# C3H10N4

An isolated ion of composition C3H10N4 and charge +2 at a distorted geometry (ωB97M-V with the def2-TZVPD basis set, the Open Molecules 2025 dataset).

```
! wB97M-V def2-TZVPD RIJCOSX def2/J DEFGRID3
* xyz 2 1
N -0.130 -0.496 -2.000
C 0.133 -0.988 -0.842
N -0.026 -2.240 -0.453
C 0.568 0.243 0.296
N 0.669 -0.177 1.662
C -0.613 1.137 0.547
N -0.646 2.375 0.464
H 0.310 0.403 -2.538
H -0.356 -1.211 -2.761
H 0.376 -2.386 0.506
H -0.288 -2.990 -1.037
H 1.435 0.777 0.034
H -0.006 -0.925 1.875
H 1.472 -0.254 2.199
H -1.442 0.809 1.113
H -1.426 2.871 0.889
H -0.031 3.051 0.045
*
```

Calculated values
relative energy (zero: lowest compared OMol25 entry of this formula, charge and spin): 37.2 kcal per mole
frontier orbital gap: 10.484 eV
structure (SMILES): NC(=[NH2+])[C@H](N)C=[NH2+]
largest force on an atom: 5.43 eV/Å

***

# C11H19AsF6HgO13S2

C11H19AsF6HgO13S2 as an isolated structure at a distorted geometry (ωB97M-V with the def2-TZVPD basis set, the Open Molecules 2025 dataset).

```
! wB97M-V def2-TZVPD RIJCOSX def2/J DEFGRID3
* xyz -2 1
Hg 7.665 -0.719 31.104
O 8.127 1.188 26.978
C 7.432 0.280 27.726
O 7.750 0.360 28.964
O 6.698 -0.545 27.197
H 8.375 1.773 27.709
O 3.877 1.587 32.322
C 4.345 0.748 31.340
O 5.528 0.277 31.424
O 3.549 0.194 30.548
H 4.707 1.288 32.774
O 8.307 -2.639 29.615
C 7.022 -3.075 29.552
O 6.150 -2.466 30.205
O 6.764 -3.950 28.682
H 8.703 -3.336 29.070
As 8.076 1.367 34.354
F 8.102 2.693 33.206
F 6.322 1.183 34.397
F 8.209 0.075 35.548
F 9.850 1.457 34.391
F 7.887 2.604 35.607
F 8.317 0.136 33.079
C 12.532 1.764 29.404
C 12.696 0.503 28.419
C 11.515 -0.380 28.685
S 11.324 -0.379 30.508
O 11.922 -1.574 31.108
O 9.938 -0.061 30.783
C 12.353 1.202 30.771
H 11.735 2.300 28.893
H 13.518 2.222 29.336
H 13.681 0.059 28.549
H 12.551 0.902 27.415
H 11.542 -1.439 28.419
H 10.545 -0.174 28.226
H 13.232 1.078 31.401
H 11.636 1.700 31.427
C 12.038 -2.932 34.873
C 12.101 -3.852 33.646
C 10.720 -4.213 33.067
S 9.546 -3.000 33.698
O 8.732 -3.630 34.734
O 9.017 -2.259 32.543
C 10.893 -1.965 34.544
H 13.004 -2.445 34.984
H 11.812 -3.568 35.730
H 12.451 -4.859 33.871
H 12.632 -3.356 32.834
H 10.405 -5.181 33.456
H 10.656 -4.225 31.981
H 10.388 -1.350 35.286
H 11.259 -1.333 33.733
*
```

Calculated values
relative energy (zero: lowest compared OMol25 entry of this formula, charge and spin): 45.5 kcal per mole
frontier orbital gap: 5.363 eV
largest force on an atom: 6.44 eV/Å